ORCA calculation (ωB97M-V/def2-TZVPD) on 5 unconnected molecules or ions with the total composition C30H25N5O10.

Geometry as ORCA input:
```
! wB97M-V def2-TZVPD RIJCOSX def2/J DEFGRID3
* xyz 0 1
O 4.944 -1.881 -1.431
O -0.037 -0.479 1.203
O 2.351 0.383 -6.736
O -4.288 1.692 8.608
O 1.185 -1.592 -0.153
O 5.276 -0.821 -3.274
O 2.204 2.000 -5.367
O 0.296 -0.010 9.040
O -2.678 3.099 8.590
O 1.916 1.186 8.245
N -3.294 2.174 8.105
N 4.657 -1.601 -2.590
N 1.729 1.252 -6.181
N 1.037 0.337 8.129
N 0.285 -0.817 0.085
C 2.099 -2.711 -5.068
C -1.350 1.294 -3.163
C -1.027 1.042 -0.805
C 1.515 0.191 5.721
C 1.406 -0.446 4.498
C 3.148 -2.032 -4.453
C -0.558 0.172 -3.389
C -0.270 -0.102 -1.072
C -1.527 0.885 -7.906
C -1.602 1.733 -1.861
C -0.239 -1.948 5.454
C 1.422 -3.651 -4.313
C -0.090 -0.616 -2.340
C -0.306 2.610 -6.099
C -0.299 0.537 -7.378
C -3.023 0.158 4.979
C -1.327 1.867 4.932
C 0.827 -0.287 6.817
C -2.812 1.650 6.837
C -2.169 2.027 -7.461
C 3.537 -2.332 -3.151
C 2.825 -3.259 -2.393
C 0.337 1.438 -6.539
C -1.968 0.793 4.328
C 1.772 -3.916 -2.993
C -3.476 0.605 6.203
C -1.604 2.875 -6.504
C -0.103 -1.302 6.675
C 0.585 -1.575 4.387
C -1.786 2.302 6.164
H -3.181 2.287 -7.748
H -0.309 -0.011 -4.424
H 2.053 -0.236 3.658
H -3.395 -0.684 4.408
H 0.243 -0.389 -7.523
H 0.542 -2.074 3.428
H -2.169 2.622 -1.623
H -4.297 0.082 6.676
H 0.465 -1.510 -2.589
H 3.002 -3.458 -1.347
H 0.575 -4.205 -4.703
H 2.280 0.953 5.804
H 0.287 3.292 -5.505
H -0.556 -1.673 7.586
H -0.497 2.357 4.443
H -2.021 0.259 -8.636
H -1.683 0.501 3.325
H -2.140 3.757 -6.188
H -1.370 3.176 6.649
H -1.221 1.362 0.206
H -0.957 -2.742 5.310
H 3.645 -1.261 -5.025
H 1.794 -2.499 -6.082
H -1.768 1.789 -4.025
H 1.157 -4.621 -2.452
*
```

Output
Gap between HOMO and LUMO: 8.7 eV
Energy above the lowest of the compared OMol25 structures with the same formula, charge and spin: 18.6 kcal per mole
E_tot: -2183.8957 hartree
Molecular weight: 615.56 Da